Entry 1:
A structure of composition C35H33FeGeN2 at a distorted geometry. Source: OMol25; level of theory: the ωB97M-V functional and the def2-TZVPD basis.

XYZ file:
```
72
Properties=species:S:1:pos:R:3:lowdin_spin:R:1
Fe 0.28 1.04 0.02 0.86
C 0.81 0.91 4.44 0.00
C 0.25 0.95 3.17 0.00
N 0.98 1.03 2.05 0.00
C 2.33 1.06 2.17 0.00
C 2.99 1.05 3.43 0.00
C 2.18 0.98 4.58 0.00
C 4.40 1.12 3.47 0.00
C 5.14 1.14 2.32 0.00
C 4.53 1.08 1.05 0.00
C 5.24 1.03 -0.17 0.00
C 4.55 0.96 -1.35 0.00
C 3.16 0.97 -1.34 0.00
N 2.45 1.03 -0.21 0.01
C 3.11 1.06 0.97 0.00
H 0.17 0.85 5.30 0.00
H -0.82 0.89 3.02 0.00
H 2.64 0.98 5.56 0.00
H 4.88 1.14 4.44 0.00
H 6.22 1.18 2.37 0.00
H 6.32 1.04 -0.15 0.00
H 5.07 0.90 -2.30 0.00
H 2.59 0.93 -2.26 0.00
C -5.19 -1.01 -2.07 0.00
C -4.86 -1.14 -0.73 0.00
C -3.53 -1.17 -0.35 0.00
C -2.51 -1.09 -1.30 0.00
C -2.86 -0.95 -2.63 0.00
C -4.19 -0.93 -3.02 0.00
Ge -0.62 -1.01 -0.64 -0.01
C 0.46 -1.58 -2.23 0.00
C 1.09 -2.82 -2.34 0.00
C 1.83 -3.14 -3.47 0.00
C 1.96 -2.23 -4.50 0.00
C 1.34 -0.99 -4.40 0.00
C 0.62 -0.67 -3.27 0.00
C -0.58 -2.57 0.64 -0.01
C 0.09 -2.42 1.85 0.00
C 0.11 -3.43 2.80 0.00
C -0.55 -4.62 2.53 0.00
C -1.21 -4.79 1.32 0.00
C -1.22 -3.77 0.39 0.00
H -6.23 -0.97 -2.37 0.00
H -5.64 -1.21 0.02 0.00
H -3.28 -1.26 0.70 0.00
H -2.08 -0.87 -3.38 0.00
H -4.44 -0.83 -4.07 0.00
H 1.01 -3.53 -1.53 0.00
H 2.31 -4.11 -3.54 0.00
H 2.53 -2.48 -5.39 0.00
H 1.43 -0.27 -5.21 0.00
H 0.17 0.31 -3.17 0.00
H 0.61 -1.49 2.05 0.00
H 0.62 -3.29 3.74 0.00
H -0.55 -5.41 3.27 0.00
H -1.71 -5.73 1.11 0.00
H -1.75 -3.90 -0.55 0.00
C -3.06 2.32 -0.48 0.00
C -1.96 3.32 -0.10 0.02
C -2.16 4.63 -0.88 0.00
C -2.06 3.59 1.41 0.01
C -0.62 2.73 -0.38 0.10
H -4.05 2.74 -0.28 0.00
H -2.95 1.41 0.10 0.00
H -3.00 2.07 -1.54 0.00
H -3.13 5.07 -0.67 0.00
H -2.08 4.44 -1.94 0.00
H -1.39 5.36 -0.61 0.00
H -3.09 3.83 1.67 0.00
H -1.40 4.40 1.71 0.00
H -1.76 2.69 1.95 0.00
H 0.09 3.46 -0.80 0.01
```

Output
Multiplicity: 2
Lowest unoccupied orbital energy (alpha / beta) in eV: -1.0 / -0.9
E_tot in eV: -130710.4245
Gap between HOMO and LUMO (alpha / beta) in hartree: 0.194 / 0.199
Largest force on an atom in eV/Å: 3.69
E_HOMO (alpha / beta) in eV: -6.26 / -6.36

=====

Entry 2:
A cluster of 10 separate species, C9H36F2N19O13S2 in total at a distorted geometry. Source: OMol25; level of theory: the ωB97M-V functional and the def2-TZVPD basis.

XYZ file:
```
81
Properties=species:S:1:pos:R:3:mulliken_charge:R:1
N -0.29 -0.23 -0.19 -0.54
S 1.08 0.39 0.20 0.86
O 1.51 1.50 -0.63 -0.55
O 2.01 -0.47 0.87 -0.59
F 0.37 1.34 1.36 -0.13
S 0.33 -1.13 -1.54 0.88
O 1.06 -2.32 -1.18 -0.62
O 0.70 -0.48 -2.77 -0.52
F -1.10 -1.83 -1.79 -0.24
C -0.70 -0.09 5.21 0.60
O -0.95 0.16 4.03 -0.62
N -1.25 0.65 6.21 -0.44
N 0.16 -1.07 5.58 -0.20
H -1.09 0.37 7.16 0.14
H -2.11 1.12 5.99 0.26
H 0.15 -1.29 6.55 0.15
H 0.87 -1.44 4.95 0.09
C 2.53 -2.35 3.60 0.76
O 2.55 -1.18 4.00 -0.71
N 2.74 -3.40 4.44 -0.41
N 2.38 -2.57 2.28 -0.07
H 2.94 -4.28 3.98 0.19
H 2.92 -3.14 5.39 0.26
H 2.12 -1.84 1.63 0.06
H 2.46 -3.51 1.91 0.17
C -3.12 1.00 -2.73 0.61
O -3.16 0.09 -3.54 -0.69
N -2.01 1.51 -2.11 -0.01
N -4.32 1.57 -2.34 -0.49
H -2.07 2.45 -1.77 0.15
H -1.18 0.95 -2.24 0.09
H -4.40 2.29 -1.64 0.15
H -5.09 0.93 -2.46 0.24
C 0.88 5.53 -0.72 0.62
O 1.96 5.98 -1.08 -0.68
N 0.51 4.23 -0.89 -0.15
N -0.13 6.34 -0.21 -0.38
H -0.34 3.82 -0.56 0.02
H 1.24 3.61 -1.21 0.15
H -0.02 7.32 -0.40 0.24
H -0.95 5.78 -0.12 0.16
C -1.28 4.28 3.78 0.61
O -0.77 4.76 4.79 -0.66
N -2.46 4.74 3.30 -0.34
N -0.65 3.40 2.95 -0.10
H -3.12 5.28 3.83 0.19
H -2.73 4.59 2.35 0.12
H -0.98 3.19 2.03 0.03
H 0.00 2.74 3.36 0.11
C -0.26 0.14 -6.38 0.60
O -0.97 0.82 -7.13 -0.72
N -0.76 -0.29 -5.18 -0.04
N 1.07 -0.01 -6.53 -0.37
H -1.69 0.00 -4.94 0.15
H -0.15 -0.83 -4.59 0.08
H 1.48 0.47 -7.31 0.21
H 1.57 -0.70 -6.01 0.18
C 4.71 -0.94 -0.64 0.72
O 4.98 -2.15 -0.59 -0.69
N 3.94 -0.41 -1.63 -0.31
N 5.22 -0.05 0.25 -0.37
H 4.00 0.57 -1.81 0.15
H 3.47 -1.09 -2.19 0.13
H 5.86 -0.49 0.89 0.22
H 5.32 0.92 0.04 0.19
C -2.15 -4.32 -4.33 0.47
O -2.33 -5.36 -4.96 -0.70
N -0.95 -3.83 -3.95 -0.16
N -3.22 -3.54 -3.97 -0.32
H -0.80 -3.30 -3.11 0.09
H -0.11 -4.29 -4.27 0.16
H -3.18 -2.63 -3.54 0.24
H -4.05 -3.95 -4.37 0.19
C -1.09 -3.50 2.12 0.48
O -1.14 -4.73 2.29 -0.76
N -1.06 -2.89 0.92 0.02
N -1.07 -2.67 3.20 -0.20
H -0.87 -1.91 0.80 0.17
H -1.22 -3.54 0.17 0.11
H -0.81 -1.70 3.06 0.04
H -0.99 -3.08 4.11 0.24
```

Output
Lowest unoccupied orbital energy in eV: 1.4
E_tot in eV: -91961.9402
Total charge: -1
Gap between HOMO and LUMO in hartree: 0.314
Largest force on an atom in eV/Å: 6.52
E_HOMO in eV: -7.12

=====

Entry 3:
A structure of composition C32H26BCl4N7O4Pr at a distorted geometry. Source: OMol25; level of theory: the ωB97M-V functional and the def2-TZVPD basis.

XYZ file:
```
75
Properties=species:S:1:pos:R:3:lowdin_spin:R:1
Pr 0.20 -0.46 0.54 2.02
O 1.36 3.76 1.74 0.00
C 0.77 2.71 1.44 0.00
N 1.14 1.46 1.70 0.00
C 2.37 1.33 2.44 0.00
C 2.57 -0.05 3.01 0.00
C 3.71 -0.31 3.77 0.00
C 3.93 -1.57 4.27 0.00
C 3.00 -2.57 4.00 0.00
C 1.89 -2.24 3.26 0.00
N 1.68 -1.01 2.76 0.00
C -0.58 2.83 0.74 0.00
C -1.03 4.09 0.39 0.00
C -2.26 4.22 -0.23 0.00
C -3.01 3.08 -0.46 0.00
C -2.49 1.86 -0.07 0.00
N -1.30 1.73 0.51 0.00
H 2.41 2.05 3.26 0.00
H 3.23 1.54 1.80 0.00
H 4.41 0.50 3.96 0.00
H 4.83 -1.79 4.84 0.00
H 3.13 -3.58 4.36 0.00
H 1.13 -2.97 3.04 0.00
H -0.39 4.93 0.61 0.00
H -2.63 5.20 -0.54 0.00
H -3.98 3.13 -0.95 0.00
H -3.06 0.95 -0.22 0.00
Cl 6.04 -3.97 -1.50 0.00
C 4.42 -3.37 -1.46 0.00
C 3.44 -3.93 -2.29 0.00
Cl 3.87 -5.18 -3.40 0.00
C 2.13 -3.48 -2.21 0.00
Cl 0.89 -4.19 -3.19 0.00
C 1.74 -2.47 -1.31 0.00
O 0.53 -2.11 -1.12 0.00
C 2.79 -1.81 -0.54 0.00
O 2.46 -0.80 0.18 -0.01
C 4.09 -2.33 -0.60 0.00
Cl 5.28 -1.61 0.43 0.00
B -1.89 -2.82 2.10 0.00
N -1.86 -1.57 3.01 0.00
C -2.43 -1.35 4.20 0.00
C -2.14 -0.06 4.59 0.00
C -1.37 0.45 3.55 0.00
N -1.20 -0.47 2.60 0.00
N -2.61 -2.42 0.77 0.00
C -3.70 -2.98 0.23 0.00
C -3.90 -2.42 -1.02 0.00
C -2.84 -1.52 -1.16 0.00
N -2.07 -1.53 -0.07 0.00
H -2.52 -3.69 2.64 0.00
H -0.74 -3.13 1.82 0.00
H -3.00 -2.12 4.69 0.00
H -2.45 0.44 5.50 0.00
H -0.91 1.43 3.44 0.00
H -4.26 -3.72 0.77 0.00
H -4.68 -2.63 -1.72 0.00
H -2.61 -0.87 -1.99 0.00
C -0.52 -0.48 -3.67 0.00
C -0.36 0.79 -2.88 0.00
O 0.02 0.78 -1.68 0.00
C -0.58 2.06 -3.56 0.00
C -0.19 3.26 -2.92 0.00
C -0.39 4.48 -3.52 0.00
C -0.99 4.56 -4.78 0.00
C -1.38 3.39 -5.42 0.00
C -1.17 2.16 -4.84 0.00
H -0.35 -1.34 -3.02 0.00
H 0.19 -0.51 -4.50 0.00
H -1.52 -0.57 -4.10 0.00
H 0.29 3.19 -1.95 0.00
H -0.07 5.39 -3.02 0.00
H -1.16 5.53 -5.24 0.00
H -1.84 3.45 -6.40 0.00
H -1.48 1.27 -5.37 0.00
```

Output
Multiplicity: 3
Lowest unoccupied orbital energy (alpha / beta) in eV: 1.4 / 1.4
E_tot in eV: -117070.4279
Total charge: -1
Gap between HOMO and LUMO (alpha / beta) in hartree: 0.189 / 0.189
Largest force on an atom in eV/Å: 2.94
E_HOMO (alpha / beta) in eV: -3.77 / -3.78

=====

Entry 4:
A cluster of 8 separate species, C5H26N2O8 in total at a distorted geometry. Source: OMol25; level of theory: the ωB97M-V functional and the def2-TZVPD basis.

XYZ file:
```
41
Properties=species:S:1:pos:R:3:nbo_charge:R:1
C -0.94 1.78 0.93 0.58
N -1.01 0.43 0.69 -0.48
C -2.19 -0.11 0.05 -0.22
C -1.97 -0.15 -1.52 -0.63
C -0.22 -0.55 1.34 -0.26
C 0.72 -1.21 0.43 -0.22
N 1.26 -2.52 0.94 -0.92
O -0.55 2.26 1.96 -0.65
H -1.53 2.38 0.30 0.15
H -3.10 0.41 0.48 0.23
H -2.35 -1.13 0.42 0.21
H -1.19 -0.56 -2.01 0.22
H -2.15 0.93 -1.86 0.23
H -2.75 -0.86 -1.92 0.20
H 0.36 -0.15 2.22 0.23
H -0.83 -1.39 1.83 0.20
H 0.20 -1.52 -0.55 0.19
H 1.52 -0.56 0.02 0.20
H 1.32 -2.78 1.95 0.39
H 2.20 -2.66 0.46 0.38
H 1.20 -1.53 -3.52 0.47
H 0.98 -2.22 -2.21 0.50
O 1.17 -1.42 -2.58 -0.98
H -2.77 1.30 3.92 0.47
H -1.78 0.71 2.95 0.47
O -2.65 0.50 3.39 -0.95
H 2.20 0.28 -3.22 0.46
H 2.92 1.44 -2.67 0.50
O 2.12 1.12 -3.19 -0.94
H 0.38 1.79 3.30 0.48
H 1.52 2.63 3.53 0.45
O 1.14 1.88 3.97 -0.97
H 0.46 1.02 -1.67 0.48
H 0.43 2.14 -2.49 0.51
O 0.11 1.89 -1.56 -0.97
H -0.88 -3.78 -1.48 0.49
H 0.51 -3.64 -0.61 0.51
O 0.16 -3.82 -1.52 -0.99
H 2.48 3.07 0.26 0.47
H 1.29 2.12 -0.30 0.49
O 2.20 2.48 -0.44 -0.99
```

Output
Lowest unoccupied orbital energy in eV: 0.3
E_tot in eV: -24964.8031
Gap between HOMO and LUMO in hartree: 0.366
SMILES string: CCN(C=O)CCN.O.O.O.O.O.O.O
Largest force on an atom in eV/Å: 10.00
E_HOMO in eV: -9.68

=====

Entry 5:
A cluster of 2 separate species, C6H11N in total at a distorted geometry. Source: OMol25; level of theory: the ωB97M-V functional and the def2-TZVPD basis.

XYZ file:
```
18
Properties=species:S:1:pos:R:3:nbo_charge:R:1
C 2.16 0.08 -0.37 -0.61
C 0.89 -0.56 0.17 -0.45
C -0.37 0.25 -0.01 0.06
C -1.53 -0.23 0.85 -0.55
C -0.52 1.32 -0.79 -0.41
C -1.23 0.25 2.20 0.29
N -0.85 0.69 3.20 -0.33
H 2.07 0.30 -1.44 0.20
H 3.01 -0.59 -0.23 0.22
H 2.37 1.02 0.15 0.21
H 1.01 -0.78 1.23 0.22
H 0.72 -1.53 -0.32 0.22
H -1.60 -1.33 0.85 0.25
H -2.49 0.16 0.51 0.26
H -1.34 -1.65 -1.80 -0.02
H -1.49 1.81 -0.88 0.20
H 0.30 1.75 -1.36 0.21
H -1.10 -0.97 -1.96 0.02
```

Output
Lowest unoccupied orbital energy in eV: 1.0
E_tot in eV: -7888.7474
Gap between HOMO and LUMO in hartree: 0.402
SMILES string: C=C(CC)CC#N.[H][H]
Largest force on an atom in eV/Å: 1.02
E_HOMO in eV: -9.98